# 1
This record from the Open Molecules 2025 dataset describes C10H9NO in the gas phase. The level of theory is the ωB97M-V functional and the def2-TZVPD basis.

**SMILES string**: ONc1cccc2ccccc12
**LUMO**: -0.15 eV
**HOMO-LUMO gap**: 0.30089 hartree
**ΔE to the lowest compared entry with this formula, charge and spin**: 144.64 kcal/mol
**HOMO level**: -0.30622 Eh

The geometry in XYZ format:
```
21
Properties=species:S:1:pos:R:3:lowdin_charge:R:1
C -1.13 0.03 -0.24 -0.24
C -1.41 1.44 -0.37 -0.02
C -0.54 2.58 0.00 -0.09
C 0.72 2.18 0.13 -0.11
C 1.18 0.83 0.16 -0.09
C 2.54 0.37 0.30 -0.05
C 2.86 -0.94 0.02 -0.10
C 1.90 -1.93 -0.15 -0.14
C 0.57 -1.69 -0.18 -0.07
C 0.19 -0.35 0.00 -0.10
H -3.30 -2.35 0.66 0.13
H -2.93 -0.03 -0.85 0.07
H -2.56 1.81 -0.08 0.16
H -0.89 3.68 -0.06 0.13
H 1.67 2.84 0.04 0.14
H 3.26 0.99 0.54 0.05
H 4.02 -1.03 0.43 0.16
H 2.06 -3.03 -0.57 0.14
H -0.15 -2.49 -0.69 0.16
N -2.32 -0.76 -0.49 0.02
O -3.29 -1.28 0.76 -0.16
```

# 2
This record from the Open Molecules 2025 dataset describes C10H9NO2S in the gas phase. The level of theory is the ωB97M-V functional and the def2-TZVPD basis.

**LUMO**: -0.28 eV
**HOMO-LUMO gap**: 0.24377 hartree
**ΔE to the lowest compared entry with this formula, charge and spin**: 97.51 kcal/mol
**HOMO level**: -0.25416 Eh

The geometry in XYZ format:
```
23
Properties=species:S:1:pos:R:3:lowdin_charge:R:1
C -0.29 3.26 0.36 -0.10
C -1.27 3.22 -0.67 -0.03
C 0.30 2.11 0.88 -0.02
C -1.71 1.92 -1.05 -0.11
C 0.03 0.86 0.28 -0.24
C -1.01 0.74 -0.66 -0.68
C 0.69 -0.25 0.83 -0.34
C -0.06 -3.64 1.23 0.01
C 0.56 -2.66 0.47 -0.24
C 1.50 -1.26 -1.35 -0.01
N 0.79 -1.51 -0.04 0.02
O 1.42 -0.40 1.79 0.10
O 0.61 -3.93 0.01 0.14
S -1.61 -0.71 -1.33 0.57
H 0.06 4.23 0.63 0.08
H -1.77 4.12 -0.85 0.08
H 1.01 2.10 1.82 0.16
H -2.41 1.77 -1.75 0.04
H 0.50 -4.00 2.07 0.13
H -1.16 -3.55 1.31 0.15
H 0.81 -0.89 -2.20 0.08
H 2.22 -0.40 -1.26 0.12
H 2.00 -2.10 -1.73 0.07
```

# 3
This record from the Open Molecules 2025 dataset describes C10H9NO6 in the gas phase. The level of theory is the ωB97M-V functional and the def2-TZVPD basis.

**SMILES string**: N[C@H](C(=O)O)c1ccc(C(=O)O)c(C(=O)O)c1
**LUMO**: -0.03 eV
**HOMO-LUMO gap**: 0.36400 hartree
**HOMO level**: -0.36503 Eh

The geometry in XYZ format:
```
26
Properties=species:S:1:pos:R:3:lowdin_charge:R:1
N -2.85 -0.35 -1.51 0.06
H -2.75 -1.19 -2.07 0.10
H -2.27 0.36 -1.94 0.10
C -2.44 -0.58 -0.12 -0.24
C -0.94 -0.57 0.06 -0.16
C -0.26 0.64 -0.05 0.05
C 1.12 0.67 0.03 -0.05
C 1.84 -0.52 0.21 -0.07
C 1.15 -1.73 0.32 0.01
C -0.23 -1.75 0.25 0.00
H -0.76 -2.68 0.34 0.12
H 1.70 -2.64 0.45 0.12
C 3.31 -0.46 0.25 -0.46
O 3.95 0.56 0.19 0.13
O 3.90 -1.66 0.38 0.12
H 4.86 -1.55 0.40 0.14
C 1.84 1.98 -0.10 -0.52
O 2.04 2.52 -1.16 0.13
O 2.11 2.52 1.08 0.14
H 2.58 3.36 0.97 0.14
H -0.80 1.56 -0.19 0.14
H -2.85 -1.54 0.20 0.16
C -3.13 0.49 0.76 -0.52
O -2.81 0.72 1.89 0.13
O -4.13 1.10 0.14 0.12
H -4.19 0.75 -0.77 0.10
```

# 4
This record from the Open Molecules 2025 dataset describes a gas-phase ion, C10H9O2S (charge -1). The level of theory is the ωB97M-V functional and the def2-TZVPD basis.

**LUMO**: 3.45 eV
**Charge**: -1
**HOMO-LUMO gap**: 0.25208 hartree
**ΔE to the lowest compared entry with this formula, charge and spin**: 49.12 kcal/mol
**HOMO level**: -0.12543 Eh

The geometry in XYZ format:
```
22
Properties=species:S:1:pos:R:3:lowdin_charge:R:1
C 2.64 1.02 0.93 -0.17
C 2.07 1.96 0.15 -0.17
C 2.01 -0.10 1.48 -0.06
C 0.81 1.74 -0.38 -0.09
C 0.69 -0.25 1.03 -0.23
C 0.12 0.69 0.16 0.00
C -0.15 -1.45 1.33 -0.08
C -1.26 -1.61 0.63 -0.13
C -1.66 -0.39 -0.08 -0.36
C -2.01 -0.37 -1.54 -0.13
O -3.20 1.83 -0.11 -0.53
O -4.05 -0.05 1.06 -0.56
S -2.90 0.86 0.89 0.62
H 3.67 1.44 1.32 0.12
H 2.69 2.73 -0.43 0.12
H 2.56 -0.75 2.25 0.12
H 0.43 2.47 -1.09 0.10
H 0.09 -2.22 2.08 0.10
H -1.93 -2.40 0.87 0.10
H -1.22 -0.54 -2.18 0.03
H -2.52 0.68 -1.83 0.11
H -2.79 -1.12 -1.67 0.07
```

# 5
This record from the Open Molecules 2025 dataset describes a gas-phase ion, C10H9O3P (charge -2). The level of theory is the ωB97M-V functional and the def2-TZVPD basis.

**SMILES string**: CC1=C(P(=O)([O-])[O-])Cc2ccccc21
**LUMO**: 5.62 eV
**Charge**: -2
**HOMO-LUMO gap**: 0.20443 hartree
**ΔE to the lowest compared entry with this formula, charge and spin**: 0.00 kcal/mol
**HOMO level**: 0.00214 Eh

The geometry in XYZ format:
```
23
Properties=species:S:1:pos:R:3:lowdin_charge:R:1
C -3.19 -0.14 0.36 -0.15
C -2.86 -1.48 0.70 -0.16
C -2.17 0.79 -0.14 -0.06
C -1.49 -1.81 0.74 -0.09
C -0.82 0.39 -0.08 -0.17
C -0.53 -0.98 0.27 -0.21
C 0.40 1.09 -0.48 -0.18
C 1.53 0.07 -0.19 -0.06
C 0.91 -1.24 0.20 -0.19
C 0.59 2.49 -0.93 -0.10
O 3.57 -1.72 -0.28 -0.51
O 4.12 0.72 -0.91 -0.46
O 3.30 0.11 1.48 -0.44
P 3.36 -0.18 -0.01 0.02
H -4.21 0.09 0.05 0.06
H -3.67 -2.12 1.13 0.07
H -2.52 1.81 -0.21 0.07
H -1.14 -2.83 0.99 0.11
H 1.43 -1.73 1.03 0.12
H 1.31 -1.86 -0.59 0.11
H -0.33 3.08 -0.86 0.05
H 1.00 2.50 -1.92 0.05
H 1.42 2.98 -0.36 0.08
```

# 6
This record from the Open Molecules 2025 dataset describes 2 unconnected molecules or ions with the total composition C10H9O3S. The level of theory is the ωB97M-V functional and the def2-TZVPD basis.

**LUMO**: 3.47 eV
**Charge**: -1
**HOMO-LUMO gap**: 0.21080 hartree
**ΔE to the lowest compared entry with this formula, charge and spin**: 87.81 kcal/mol
**HOMO level**: -0.08313 Eh

The geometry in XYZ format:
```
23
Properties=species:S:1:pos:R:3:lowdin_charge:R:1
C 3.00 -1.24 1.01 -0.14
C 1.92 -2.13 0.91 -0.16
C 3.13 -0.26 -0.01 -0.14
C 0.94 -1.88 0.04 -0.16
C 2.13 -0.07 -0.91 -0.17
C 0.94 -0.75 -0.84 -0.49
C -2.51 1.55 -0.40 -0.13
C -2.84 0.43 0.21 -0.14
C -2.84 -0.64 1.08 -0.51
C -1.84 2.63 0.27 -0.08
O -3.30 -0.90 -0.11 0.17
O -2.77 -1.05 2.17 0.16
O -0.30 0.59 -2.90 -0.77
S -0.53 -0.50 -1.83 0.74
H 3.90 -1.42 1.64 0.08
H 1.96 -2.94 1.66 0.10
H 3.95 0.57 -0.01 0.12
H 0.16 -2.62 0.05 0.09
H 2.21 0.42 -1.86 0.09
H -2.62 1.58 -1.50 0.13
H -2.06 3.56 -0.05 0.03
H -1.89 2.57 1.31 0.07
H -0.75 2.50 0.07 0.11
```